Record 1
Density functional theory data (wB97M-V/def2-TZVPD) for a gas-phase ion, C21H25FN3O2 (charge +1).

Geometry (Å):
O 2.53 0.12 0.97
C 2.08 -0.48 0.00
N 0.85 -0.49 -0.48
C -0.28 0.23 0.00
C -0.23 1.09 1.08
C -1.37 1.78 1.46
C -2.56 1.61 0.77
C -2.60 0.75 -0.32
C -1.47 0.06 -0.70
H -1.51 -0.61 -1.55
H -3.52 0.63 -0.87
C -3.75 2.49 1.08
O -3.88 3.54 0.49
N -4.59 2.05 2.03
C -4.54 0.73 2.63
H -3.53 0.32 2.53
C -5.58 -0.19 1.97
C -6.76 0.64 1.45
C -7.01 1.82 2.38
C -5.81 2.78 2.30
H -5.94 3.50 1.49
H -5.70 3.34 3.24
H -7.15 1.46 3.40
H -7.91 2.35 2.09
H -6.54 1.01 0.45
H -7.65 0.01 1.39
H -5.92 -0.92 2.71
H -5.12 -0.74 1.15
H -4.76 0.85 3.70
H -1.32 2.46 2.30
H 0.69 1.23 1.63
H 0.65 -1.05 -1.29
C 3.12 -1.35 -0.77
N 4.38 -1.09 -0.06
H 4.79 -1.94 0.34
C 5.43 -0.38 -0.84
C 5.94 -1.23 -1.97
C 6.74 -2.34 -1.69
C 7.19 -3.16 -2.70
C 6.83 -2.86 -4.01
C 6.04 -1.76 -4.31
C 5.59 -0.95 -3.28
H 4.99 -0.09 -3.52
H 5.80 -1.55 -5.34
F 7.26 -3.64 -5.00
H 7.82 -4.01 -2.50
H 7.03 -2.55 -0.67
H 5.00 0.55 -1.22
H 6.24 -0.13 -0.15
H 3.98 -0.45 0.74
H 2.84 -2.41 -0.73
H 3.19 -1.05 -1.81

Total charge = +1
HOMO-LUMO gap = 8.26 eV

---

Record 2
Density functional theory data (wB97M-V/def2-TZVPD) for a single C21H25FN4OS molecule.

Geometry (Å):
C 3.69 2.92 -3.60
H 3.83 1.72 -3.80
O 2.95 2.96 -2.43
C 3.51 2.56 -1.37
C 2.56 2.88 -0.39
N 1.29 2.46 -0.47
C 0.32 2.40 0.54
N -0.72 1.64 0.15
C -1.05 1.34 -1.21
H -2.26 1.12 -1.18
H -0.81 2.25 -1.68
C -0.22 0.14 -1.75
C -0.78 -1.17 -1.17
C -1.70 -1.98 -1.10
N -1.56 -3.13 -0.44
C -0.53 -2.75 0.46
C -0.13 -3.67 1.36
C 1.13 -3.20 2.06
C 1.82 -2.23 1.76
C 1.28 -1.18 0.80
C 0.18 -1.70 -0.02
H 1.85 -0.17 0.58
F 2.97 -1.71 2.44
H 1.64 -3.73 2.96
H -0.24 -4.83 1.67
H -2.32 -3.85 -0.20
C -3.01 -1.87 -2.26
H -3.71 -1.94 -1.48
H -2.92 -2.65 -2.76
H -2.88 -0.99 -2.73
H -0.58 -0.01 -2.71
H 0.74 0.27 -1.78
C -1.84 1.63 1.27
C -2.12 0.29 1.66
C -3.12 -0.51 1.27
N -3.23 -1.81 1.97
C -2.49 -2.36 2.67
C -1.59 -1.33 3.47
C -1.20 -0.23 2.81
H -0.30 0.47 3.26
H -1.05 -1.85 4.15
H -2.76 -2.97 3.27
H -3.75 -0.11 0.51
H -1.63 2.39 1.94
H -2.64 2.03 0.73
S 0.70 2.44 2.14
H 0.89 2.47 -1.40
H 2.84 2.52 0.72
H 2.65 3.94 -0.08
H 4.64 3.18 -1.16
H 3.71 1.46 -1.41
H 3.25 3.26 -4.51
H 4.70 3.18 -3.53

Total charge = 0
ΔE to the lowest compared entry with this formula, charge and spin = 385.5 kcal/mol
HOMO-LUMO gap = 8.33 eV

---

Record 3
Density functional theory data (wB97M-V/def2-TZVPD) for a molecular structure, C21H25N2O4S2Tc.

Geometry (Å):
Tc -0.13 0.50 -0.73
C 1.91 -0.08 4.68
O 0.89 0.54 3.85
C 1.37 1.29 2.75
C 0.27 2.12 2.14
O 0.42 2.10 0.69
C -0.06 3.27 0.10
C 0.06 3.35 -1.45
O -0.58 2.25 -2.13
C -0.34 2.12 -3.55
H 2.49 -0.90 4.16
H 1.37 -0.39 5.60
H 2.62 0.72 4.97
H 1.78 0.59 1.99
H 2.16 2.04 3.09
H 0.33 3.18 2.44
H -0.74 1.82 2.44
H 0.44 4.19 0.41
H -1.10 3.51 0.34
H 1.12 3.41 -1.71
H -0.39 4.28 -1.78
H -0.88 2.93 -4.12
H -0.80 1.19 -3.85
H 0.72 2.16 -3.80
S 2.03 0.61 -1.68
C 2.09 -0.82 -2.70
C 3.29 -1.06 -3.38
C 3.28 -2.05 -4.38
C 2.20 -2.93 -4.51
C 1.06 -2.68 -3.78
C 0.90 -1.60 -2.93
S -0.58 -1.26 -2.22
H 4.19 -0.48 -3.08
H 4.10 -2.20 -5.04
H 2.18 -3.76 -5.19
H 0.25 -3.42 -3.77
O 0.41 -0.80 0.58
C -0.36 -1.66 1.18
C 0.29 -2.88 1.57
C -0.41 -3.72 2.39
C -1.70 -3.40 2.87
C -2.30 -2.23 2.50
C -1.70 -1.41 1.48
C -2.48 -0.42 0.86
N -2.01 0.62 0.05
C -3.07 1.47 -0.25
C -4.19 1.00 0.39
N -3.81 -0.20 1.05
H 1.25 -3.04 1.09
H -0.03 -4.75 2.52
H -2.13 -3.96 3.71
H -3.24 -1.98 2.95
H -2.90 2.22 -1.00
H -5.11 1.46 0.66
H -4.41 -0.85 1.54

<S²> = 3.778
Total charge = +1
ΔE to the lowest compared entry with this formula, charge and spin = 6.7 kcal/mol
HOMO-LUMO gap (alpha / beta) = 7.33 / 5.90 eV
Multiplicity = 4

---

Record 4
Density functional theory data (wB97M-V/def2-TZVPD) for a molecular structure, C21H25N3O2Ru.

Geometry (Å):
Ru -0.07 -0.02 0.45
C 3.27 0.70 -0.73
N 2.35 0.45 0.40
C 2.75 -0.78 1.14
C 2.64 -2.06 0.30
C 1.43 -2.91 0.61
N 0.19 -2.16 0.30
C -0.94 -2.71 0.60
C -2.25 -2.21 0.32
C -3.34 -2.96 0.82
C -4.63 -2.59 0.60
C -4.88 -1.44 -0.17
C -3.85 -0.69 -0.68
C -2.51 -1.04 -0.45
O -1.55 -0.28 -0.96
C 2.41 1.59 1.35
C 2.05 2.94 0.73
C 0.81 2.92 -0.16
N -0.23 2.14 0.51
C -1.40 2.64 0.73
C -2.44 1.98 1.47
C -3.71 2.60 1.50
C -4.74 2.06 2.21
C -4.51 0.89 2.95
C -3.28 0.28 2.95
C -2.22 0.80 2.21
O -1.03 0.19 2.25
H 4.28 0.85 -0.35
H 2.97 1.58 -1.28
H 3.27 -0.14 -1.42
H 2.11 -0.85 2.02
H 3.77 -0.65 1.51
H 3.54 -2.67 0.43
H 2.59 -1.82 -0.76
H 1.42 -3.24 1.65
H 1.46 -3.81 -0.02
H -0.92 -3.68 1.11
H -3.13 -3.86 1.40
H -5.45 -3.18 0.99
H -5.90 -1.13 -0.36
H -4.03 0.20 -1.28
H 3.42 1.65 1.78
H 1.73 1.37 2.17
H 2.88 3.36 0.16
H 1.88 3.63 1.57
H 1.04 2.44 -1.11
H 0.48 3.94 -0.38
H -1.62 3.64 0.36
H -3.86 3.51 0.94
H -5.71 2.53 2.22
H -5.32 0.45 3.53
H -3.09 -0.62 3.53

<S²> = 8.765
Total charge = +1
HOMO-LUMO gap (alpha / beta) = 8.01 / 6.73 eV
Multiplicity = 6

---

| no. | energy (eV) | strongest force on any atom (eV/Å) |
| --- | --- | --- |
| 1 | -33460.45446 | 0.943 |
| 2 | -43727.84854 | 16.516 |
| 3 | -57215.07178 | 4.040 |
| 4 | -33322.33362 | 0.609 |